i:
C4H12O3 | wB97M-V/def2-TZVPD

XYZ file:
```
19
Properties=species:S:1:pos:R:3:nbo_charge:R:1
C 1.29909 -0.15459 0.83863 0.48
C 0.52153 -0.25991 -0.51171 -0.28
C 0.74998 -1.68468 -1.18679 -0.64
C 0.98933 0.86233 -1.54358 -0.61
O 0.94270 0.18436 1.91945 -0.15
H 2.39172 -0.26983 0.78996 0.29
H -0.54598 -0.09004 -0.18561 0.31
H 1.47992 -1.64425 -1.99916 0.24
H -0.24394 -2.09307 -1.56927 0.27
H 1.13330 -2.51295 -0.60023 0.25
H 0.65056 0.48615 -2.56483 0.27
H 2.06163 1.00114 -1.49755 0.23
H 0.52485 1.91391 -1.32538 0.27
H -1.89033 1.34003 1.48828 0.50
H -2.61728 1.64909 -0.00328 0.50
O -1.74108 1.66941 0.54768 -0.99
H -1.10020 -0.00830 2.62497 0.47
H -2.53476 -0.57544 2.14410 0.50
O -2.07102 0.18666 2.63432 -0.92
```

The expectation value of S² is 0.757. As for the net charge: +1. The spin multiplicity is 2. The value obtained for the LUMO energy (spin up / spin down) is -5.55 / -9.57 eV. For the HOMO energy (spin up / spin down), the calculation gives -0.544 / -0.533 Eh.

***

ii:
C4H12O3 | wB97M-V/def2-TZVPD

XYZ file:
```
19
Properties=species:S:1:pos:R:3:nbo_charge:R:1
C 1.04367 -0.46645 -2.14262 -0.01
C 1.62508 -0.56082 -0.84549 -0.14
C 1.16889 -0.88676 0.53798 -0.17
C 1.92401 -0.56697 1.65537 -0.09
H 0.03412 -0.72708 -2.40197 0.25
H 1.67594 -0.23192 -2.89768 0.21
H 2.66737 -0.27050 -0.85564 0.22
H 0.25887 -1.48214 0.59992 0.25
H 1.44243 -0.93129 2.58053 0.24
H 2.96405 -0.36223 1.69892 0.23
H -1.61334 -2.13290 -0.39568 0.46
H -2.65757 -0.94454 -0.40391 0.51
O -2.09174 -1.51600 -1.00635 -0.96
H -3.72388 1.78703 0.97980 0.49
H -2.36843 1.40121 0.49170 0.48
O -3.20998 1.01794 0.69334 -0.96
H 0.38001 3.03155 0.85158 0.49
H 0.60336 1.61868 0.28986 0.45
O -0.12286 2.22317 0.57033 -0.94
```

The expectation value of S² is 0.797. As for the net charge: +1. The spin multiplicity is 2. The value obtained for the LUMO energy (spin up / spin down) is -5.97 / -8.71 eV. For the HOMO energy (spin up / spin down), the calculation gives -0.524 / -0.524 Eh.

***

Short version: i is the most stable of them.

***

i:
C2HClN2O | wB97M-V/def2-TZVPD

XYZ file:
```
7
Properties=species:S:1:pos:R:3:nbo_charge:R:1
Cl -0.92151 -1.78812 -1.28224 0.11
C -0.36179 -0.49316 -0.40549 0.22
C 0.71242 -0.19961 0.35818 -0.19
N 0.63323 1.12591 0.72914 -0.18
N -0.48811 1.60838 0.29794 0.10
O -1.11508 0.56412 -0.45582 -0.30
H 1.54084 -0.81753 0.75829 0.24
```

Its SMILES is Clc1cnno1. The value obtained for the LUMO energy is 0.54 eV. For the HOMO energy, the calculation gives -0.378 Eh.

***

ii:
C2HClN2O | wB97M-V/def2-TZVPD

XYZ file:
```
7
Properties=species:S:1:pos:R:3:nbo_charge:R:1
N -1.08439 1.07539 -0.41318 -0.10
N -0.32480 1.80565 -0.04859 0.44
O 0.48982 2.57353 0.21825 -0.34
C 0.95002 -1.13733 0.00536 -0.26
C -0.20862 -1.35436 -0.02531 -0.10
Cl -1.75846 -1.89248 0.00248 0.13
H 1.93643 -1.07042 0.26100 0.23
```

Its SMILES is N#[N+][O-].C#CCl. The value obtained for the LUMO energy is 0.85 eV. For the HOMO energy, the calculation gives -0.376 Eh.

***

Short version: i is the most stable of them.

***

i:
C22H29N3O3 | wB97M-V/def2-TZVPD

XYZ file:
```
57
Properties=species:S:1:pos:R:3:nbo_charge:R:1
O -1.49862 -2.86932 -1.60877 -0.65
C -1.66373 -1.76499 -1.12529 0.81
N -2.91005 -1.32431 -0.69282 -0.48
C -4.03175 -2.19021 -1.03240 -0.25
C -4.24159 -3.27002 0.03079 -0.09
O -4.41955 -2.69224 1.30889 -0.52
C -3.30729 -1.90623 1.65715 -0.08
C -3.07365 -0.77554 0.64357 -0.25
N -0.64287 -0.85297 -1.01458 -0.47
C -0.84971 0.57527 -1.11078 -0.21
C -0.11483 1.36028 -0.01597 -0.23
N -0.19708 2.78683 -0.26518 -0.45
C -1.48587 3.35211 0.10071 -0.25
C -1.51546 4.82888 -0.29421 -0.07
O -0.48417 5.55138 0.33348 -0.52
C 0.76848 4.99942 0.00588 -0.07
C 0.85414 3.52850 0.41329 -0.25
C 0.69191 -1.32006 -1.34146 -0.25
C 1.58208 -1.45410 -0.12895 -0.02
C 1.02803 -1.59872 1.11763 -0.22
C 1.82102 -1.70744 2.26706 -0.19
C 3.18170 -1.67368 2.16553 -0.19
C 3.79971 -1.55618 0.90357 -0.08
C 5.20531 -1.54812 0.78215 -0.17
C 5.80549 -1.46016 -0.44115 -0.22
C 5.01894 -1.38177 -1.59918 -0.21
C 3.65426 -1.37998 -1.51493 -0.21
C 2.99727 -1.45694 -0.26673 0.01
H -3.82977 -2.65348 -1.99749 0.24
H -4.92217 -1.55771 -1.10039 0.20
H -5.14487 -3.84631 -0.17239 0.20
H -3.37055 -3.94053 0.03698 0.18
H -3.51722 -1.49627 2.64709 0.20
H -2.40474 -2.53772 1.70710 0.16
H -2.19173 -0.21059 0.93657 0.22
H -3.94535 -0.11213 0.63330 0.20
H -1.92005 0.77435 -1.08998 0.22
H -0.46424 0.93124 -2.07656 0.20
H 0.93959 1.07667 -0.03973 0.21
H -0.50392 1.09470 0.98305 0.17
H -2.27844 2.82524 -0.43136 0.20
H -1.66656 3.26342 1.18756 0.17
H -2.45155 5.29353 0.01994 0.19
H -1.41450 4.90730 -1.38719 0.17
H 1.51453 5.59130 0.53849 0.19
H 0.93957 5.08042 -1.07803 0.17
H 1.82352 3.12477 0.11426 0.21
H 0.76039 3.45113 1.51094 0.17
H 0.58626 -2.30218 -1.81793 0.26
H 1.13239 -0.62829 -2.06511 0.20
H -0.04659 -1.62567 1.21926 0.21
H 1.34372 -1.81510 3.23017 0.21
H 3.80502 -1.74785 3.04488 0.21
H 5.79920 -1.62027 1.68233 0.21
H 6.88217 -1.45737 -0.52612 0.21
H 5.50081 -1.32655 -2.56442 0.21
H 3.07299 -1.33575 -2.42253 0.21
```

Its SMILES is O=C(N1CCOCC1)N(CCN1CCOCC1)Cc1cccc2ccccc12. The value obtained for the LUMO energy is 0.50 eV. For the HOMO energy, the calculation gives -0.303 Eh.

***

ii:
C22H29N3O3 | wB97M-V/def2-TZVPD

XYZ file:
```
57
Properties=species:S:1:pos:R:3:nbo_charge:R:1
C 3.85346 -1.02919 -5.07279 -0.64
C 3.76637 0.27220 -4.26837 0.11
C 5.16037 0.84584 -4.00678 -0.64
O 2.97436 0.13863 -3.10029 -0.54
C 3.42860 -0.70453 -2.06724 -0.07
C 4.05907 0.06571 -0.89812 -0.43
C 3.10100 1.10681 -0.31931 -0.23
N 1.90844 0.51631 0.24889 -0.43
C 2.02610 -0.41841 1.33300 -0.31
C 0.96658 -0.18840 2.40887 0.69
O 1.28068 -0.20892 3.58433 -0.63
N -0.28357 -0.02046 1.93557 -0.44
C -0.47092 0.11505 0.49131 -0.10
C -1.75858 0.85062 0.09802 -0.41
C -2.89817 0.30180 0.86759 -0.12
C -2.70928 -0.14639 2.13937 0.23
N -3.89987 -0.60117 2.65002 -0.56
C -4.87191 -0.44805 1.70065 0.21
C -6.22493 -0.75575 1.74194 -0.26
C -6.97508 -0.48815 0.61657 -0.21
C -6.39795 0.07236 -0.52629 -0.24
C -5.05729 0.38081 -0.57571 -0.18
C -4.27407 0.12082 0.54789 -0.10
C -1.41755 -0.11162 2.89164 0.09
C -1.39427 1.12702 3.79989 -0.61
C -1.29437 -1.39862 3.72210 -0.62
C 0.68807 0.88410 -0.17416 0.69
O 0.49079 1.73083 -1.01923 -0.61
H 4.25139 -0.81985 -6.06165 0.21
H 2.86304 -1.46496 -5.17748 0.22
H 4.50600 -1.75368 -4.58990 0.20
H 3.19031 1.00160 -4.85045 0.19
H 5.64223 1.06956 -4.95491 0.22
H 5.08545 1.76443 -3.43007 0.22
H 5.78145 0.13394 -3.46692 0.20
H 4.13995 -1.45068 -2.43655 0.17
H 2.54079 -1.23535 -1.70296 0.18
H 4.95360 0.58825 -1.23601 0.22
H 4.35591 -0.65310 -0.13167 0.20
H 2.75804 1.76649 -1.11963 0.26
H 3.61555 1.69729 0.44777 0.19
H 3.00399 -0.31378 1.80644 0.24
H 1.91967 -1.45654 0.98038 0.20
H -0.49175 -0.89371 0.04350 0.20
H -1.90196 0.74423 -0.97685 0.24
H -1.63112 1.91828 0.30152 0.23
H -4.04310 -0.97670 3.57094 0.41
H -6.67215 -1.18812 2.62525 0.21
H -8.03107 -0.71457 0.61535 0.21
H -7.02388 0.26598 -1.38501 0.21
H -4.61698 0.81641 -1.45988 0.21
H -0.47057 1.14546 4.37059 0.24
H -2.23732 1.10287 4.48578 0.21
H -1.46076 2.02944 3.19681 0.22
H -0.34897 -1.41956 4.25365 0.26
H -2.09265 -1.44180 4.45793 0.20
H -1.36117 -2.27107 3.07464 0.21
```

Its SMILES is CC(C)OCCCN1CC(=O)N2[C@@H](Cc3c([nH]c4ccccc34)C2(C)C)C1=O. The value obtained for the LUMO energy is 0.66 eV. For the HOMO energy, the calculation gives -0.287 Eh.

***

Short version: ii is the most stable of them.